C5H12N3 | ωB97M-V with the def2-TZVPD basis set

The geometry in XYZ format:
```
20
C5H12N3, DFT ωB97M-V with the def2-TZVPD basis set
C 2.17 -1.22 -0.84
C 1.82 -1.50 -1.95
C 0.12 0.43 0.27
C 1.84 2.09 0.62
C -2.86 -1.23 -0.16
N -0.74 -0.49 0.65
N 0.87 1.13 1.09
N -1.41 -1.35 -0.20
H 2.56 -1.02 0.11
H 1.52 -1.76 -2.92
H 0.23 0.62 -0.79
H 1.91 2.92 1.32
H 2.83 1.64 0.53
H 1.54 2.47 -0.35
H -3.19 -1.31 0.88
H -3.22 -0.29 -0.58
H -3.27 -2.07 -0.71
H -0.88 -0.70 1.63
H 0.84 0.96 2.09
H -1.04 -1.29 -1.14
```

Output
Energy above the lowest of the compared OMol25 structures with the same formula, charge and spin = 63.0 kcal per mole
LUMO energy (spin up / spin down) = -0.10005 / -0.26199 Ha
DFT total energy = -9836.2334 eV
2S+1 = 3
Orbital gap (spin up / spin down) = 6.6 / 6.9 eV
<S²> = 2.01
Net charge = +1

C2H5N3O2 | ωB97M-V with the def2-TZVPD basis set

The geometry in XYZ format:
```
12
C2H5N3O2, DFT ωB97M-V with the def2-TZVPD basis set
H -1.30 2.15 -0.13
N -0.57 1.45 0.13
C -0.89 0.21 0.12
N -2.01 -0.65 -0.21
O -0.01 -0.76 0.52
N 1.21 -0.25 0.96
C 2.03 -0.28 -0.21
O 3.24 0.09 -0.29
H -2.67 -0.20 -0.80
H -1.66 -1.71 -0.37
H 1.06 0.62 1.41
H 1.57 -0.66 -1.14
```

Output
Energy above the lowest of the compared OMol25 structures with the same formula, charge and spin = 90.5 kcal per mole
LUMO energy = 0.02063 Ha
DFT total energy = -10717.8852 eV
2S+1 = 1
Orbital gap = 10.7 eV
Net charge = 0

C4H28NO11 | ωB97M-V with the def2-TZVPD basis set

The geometry in XYZ format:
```
44
C4H28NO11, DFT ωB97M-V with the def2-TZVPD basis set
C 0.40 -0.45 0.49
O -0.49 0.68 0.40
C 0.94 -1.04 -0.83
C 0.32 -2.31 -1.15
C -0.02 -2.57 -2.71
O 1.08 -2.87 -3.48
N 2.52 -0.84 -0.84
H 1.16 0.04 1.15
H 0.11 -1.34 1.10
H 0.65 2.24 0.93
H 0.72 -0.40 -1.69
H 0.98 -3.25 -1.09
H -0.53 -2.82 -0.60
H -0.76 -3.38 -2.86
H -0.52 -1.64 -3.20
H 1.85 -2.66 -2.94
H 2.99 -1.19 -0.06
H -0.06 0.52 2.33
H -0.58 1.79 3.04
O -0.44 0.78 3.05
H -0.53 -3.37 3.27
H 0.15 -3.29 1.92
O 0.19 -3.88 2.73
H -2.22 -1.41 3.12
H -1.64 -1.32 1.70
O -1.84 -2.00 2.48
H -1.55 0.09 -0.52
H -2.86 -0.37 -1.03
O -2.00 -0.47 -1.24
H 2.05 1.84 -3.65
H 1.57 1.94 -2.10
O 2.32 2.09 -2.74
H -1.14 2.90 -1.70
H -0.19 2.81 -2.92
O -1.06 3.01 -2.71
H 0.77 2.33 -0.32
H 0.62 3.83 2.02
O 1.21 2.79 0.33
H -1.74 1.94 1.08
H -2.19 1.61 2.51
O -2.22 2.25 1.88
H -0.70 3.72 2.67
H 2.53 0.18 -0.69
O 0.16 3.48 2.85
```

Output
Energy above the lowest of the compared OMol25 structures with the same formula, charge and spin = 85.3 kcal per mole
LUMO energy = 0.10344 Ha
DFT total energy = -28613.0656 eV
2S+1 = 1
Orbital gap = 8.7 eV
Net charge = -1

C40H47N8O16 | ωB97M-V with the def2-TZVPD basis set

The geometry in XYZ format:
```
111
C40H47N8O16, DFT ωB97M-V with the def2-TZVPD basis set
C 41.45 5.07 15.16
O 41.61 5.13 13.87
O 40.84 3.90 15.56
O 41.54 6.00 15.96
H 40.50 3.58 14.77
C 42.50 8.87 20.36
C 42.72 8.07 21.67
C 42.08 6.71 21.85
C 41.42 6.14 20.50
C 41.44 6.86 19.23
C 41.96 8.28 19.27
N 40.84 4.78 20.65
O 41.07 4.04 21.72
O 40.10 4.39 19.78
H 42.88 9.92 20.11
H 43.15 8.58 22.29
H 42.14 6.27 22.73
H 41.18 6.43 18.48
H 42.16 8.91 18.41
C 39.60 8.37 14.87
C 39.20 8.36 16.28
C 38.78 9.77 16.79
C 38.75 10.93 15.82
C 38.90 10.67 14.30
C 39.40 9.34 13.94
N 38.36 12.21 16.35
O 38.10 12.47 17.55
O 38.48 13.25 15.59
H 40.03 7.41 14.51
H 39.33 7.44 16.99
H 38.56 9.82 17.92
H 38.70 11.46 13.67
H 39.51 9.15 12.94
C 42.93 8.18 13.90
C 42.59 7.69 12.60
C 42.25 8.80 11.51
C 42.21 10.22 11.86
C 42.20 10.58 13.32
C 42.81 9.49 14.30
N 41.95 11.24 10.80
O 41.98 11.03 9.54
O 41.80 12.40 11.25
H 43.12 7.54 14.68
H 42.50 6.66 12.26
H 42.08 8.39 10.51
H 42.03 11.48 13.71
H 42.84 9.64 15.40
C 38.47 4.80 12.57
C 38.42 4.65 11.06
C 37.08 4.33 10.40
C 35.88 3.84 11.32
C 36.10 3.89 12.88
C 37.45 4.40 13.42
N 34.55 3.39 10.75
O 33.77 2.72 11.53
O 34.22 3.79 9.60
H 39.44 5.22 12.91
H 39.31 5.10 10.58
H 36.88 4.36 9.29
H 35.45 3.58 13.61
H 37.63 4.50 14.59
C 47.35 4.77 14.48
C 45.83 4.87 14.20
C 45.03 3.71 14.66
C 45.74 2.48 15.36
C 47.28 2.55 15.64
C 47.94 3.80 15.17
N 44.97 1.39 15.87
O 43.86 1.04 15.16
O 45.49 0.61 16.68
H 47.93 5.70 14.43
H 45.49 5.79 13.87
H 43.88 3.76 14.54
H 47.62 1.76 16.12
H 49.01 3.84 15.39
C 45.23 4.50 18.67
O 46.07 4.80 19.46
N 44.06 3.78 19.04
C 43.06 3.51 18.04
C 43.82 3.20 20.26
H 45.29 4.83 17.71
H 42.03 3.37 18.23
H 43.00 2.50 17.68
H 43.31 4.35 17.28
H 43.99 3.92 21.08
H 44.58 2.58 20.47
H 42.89 2.74 20.22
C 38.54 1.26 13.32
O 38.26 1.09 14.54
N 39.82 1.25 12.96
C 40.13 1.29 11.44
C 40.95 1.06 13.86
H 37.78 1.42 12.49
H 39.35 0.62 10.91
H 41.17 0.84 11.30
H 40.01 2.20 11.09
H 41.69 1.47 13.37
H 41.18 0.06 14.06
H 40.81 1.47 14.81
C 43.74 3.13 11.38
O 43.51 1.90 11.37
N 44.49 3.68 10.33
C 44.75 5.13 10.19
C 44.79 2.86 9.17
H 43.36 3.89 12.06
H 45.77 5.15 10.23
H 44.53 5.78 11.18
H 44.41 5.72 9.36
H 44.58 3.39 8.26
H 44.13 2.03 9.14
H 45.75 2.67 9.21
```

Output
Energy above the lowest of the compared OMol25 structures with the same formula, charge and spin = 0.0 kcal per mole
LUMO energy = 0.00585 Ha
DFT total energy = -86892.8328 eV
2S+1 = 1
Orbital gap = 6.9 eV
Net charge = -1

Copy entry 1 word for word.
C5H12N3 | ωB97M-V with the def2-TZVPD basis set

The geometry in XYZ format:
```
20
C5H12N3, DFT ωB97M-V with the def2-TZVPD basis set
C 2.17 -1.22 -0.84
C 1.82 -1.50 -1.95
C 0.12 0.43 0.27
C 1.84 2.09 0.62
C -2.86 -1.23 -0.16
N -0.74 -0.49 0.65
N 0.87 1.13 1.09
N -1.41 -1.35 -0.20
H 2.56 -1.02 0.11
H 1.52 -1.76 -2.92
H 0.23 0.62 -0.79
H 1.91 2.92 1.32
H 2.83 1.64 0.53
H 1.54 2.47 -0.35
H -3.19 -1.31 0.88
H -3.22 -0.29 -0.58
H -3.27 -2.07 -0.71
H -0.88 -0.70 1.63
H 0.84 0.96 2.09
H -1.04 -1.29 -1.14
```

Output
Energy above the lowest of the compared OMol25 structures with the same formula, charge and spin = 63.0 kcal per mole
LUMO energy (spin up / spin down) = -0.10005 / -0.26199 Ha
DFT total energy = -9836.2334 eV
2S+1 = 3
Orbital gap (spin up / spin down) = 6.6 / 6.9 eV
<S²> = 2.01
Net charge = +1

- What is the energy above the lowest of the compared OMol25 structures with the same formula, charge and spin in the first record?
  63.0 kcal per mole

- Which formula does entry 1 have?
  C5H12N3